(1)
65
Properties=species:S:1:pos:R:3:forces:R:3 method="wB97M-V/def2-TZVPD" homo_lumo_gap_ev="7.21 / 7.34" total_energy_ha=-3075.9697 charge=+2 e_above_lowest_kcal_mol=3.78 s2=0.7545 spin_multiplicity=2
Ti 0.374338 0.153131 0.366386 -0.0412 -0.2259 -0.4138
N 3.371946 0.942568 2.899380 0.0277 -0.0953 -0.1130
C 2.317907 0.305220 2.370475 0.1616 0.2764 0.4011
S 2.594889 -0.508859 0.805596 -0.3226 0.2683 -0.0062
N 1.193371 0.346335 3.045710 -0.1939 -0.3819 -0.0125
N 0.174934 -0.294164 2.355670 0.0674 0.0212 -0.0320
C -0.549296 -1.259247 2.803160 -0.1158 -0.0235 -0.4670
C -0.514391 -1.831218 4.147333 0.0854 0.2347 0.0973
C -0.445099 -3.213344 4.330417 0.0018 -0.0329 0.0636
C -0.372085 -3.731079 5.612046 -0.0019 0.0043 0.0059
C -0.392020 -2.879060 6.707541 0.0076 0.0152 0.0220
C -0.460953 -1.503192 6.528724 -0.0008 -0.0057 -0.0434
C -0.503247 -0.973673 5.251361 0.0000 -0.0919 0.0129
C -1.425221 -1.820063 1.711298 0.1673 -0.0866 0.2450
C -2.415744 -2.751069 1.947525 -0.0219 0.1909 -0.2535
C -3.129980 -3.260189 0.862257 0.0514 0.0234 0.0480
C -2.823885 -2.833603 -0.415322 0.0721 0.0720 0.0097
C -1.817778 -1.890804 -0.577805 -0.0743 -0.0288 -0.1215
N -1.137242 -1.388157 0.451863 0.1233 0.0201 0.2762
H 4.289882 0.830045 2.506011 -0.0247 0.0046 -0.0219
H 3.286086 1.319515 3.829700 0.0093 0.0151 0.0329
H -0.409891 -3.884531 3.482487 -0.0034 0.0068 -0.0404
H -0.298682 -4.799369 5.757750 0.0021 -0.0211 -0.0037
H -0.345722 -3.288623 7.707232 -0.0050 -0.0093 0.0104
H -0.473806 -0.844573 7.385535 0.0030 0.0093 0.0136
H -0.535702 0.096891 5.106025 -0.0033 0.0138 -0.0119
H -2.638615 -3.067078 2.953825 0.0060 0.0127 0.0636
H -3.911530 -3.987810 1.031703 -0.0246 -0.0159 -0.0356
H -3.343053 -3.209937 -1.283653 -0.0330 -0.0316 -0.0047
H -1.545291 -1.530291 -1.566295 -0.0188 -0.0364 0.0773
N -0.785662 1.885914 -2.134839 -0.0636 -0.0214 -0.2214
P 0.518914 0.784836 -2.190476 -0.0925 -0.0006 0.5025
C 1.950149 1.754329 -2.662837 0.0677 -0.0201 -0.1736
C 2.441949 2.661612 -1.721611 0.0176 0.0417 0.1260
C 3.508627 3.481953 -2.043564 -0.0024 -0.0236 0.0216
C 4.101297 3.385885 -3.297591 -0.0388 -0.0220 -0.0021
C 3.620457 2.479504 -4.230934 0.0294 0.0188 0.0107
C 2.542700 1.664786 -3.920060 -0.0087 -0.0030 -0.0166
C 0.138838 -0.372794 -3.512496 -0.0559 0.0685 -0.0444
C -1.084095 -0.377625 -4.181107 0.0099 -0.0262 0.0352
C -1.327404 -1.321746 -5.169584 0.0212 0.0027 0.0159
C -0.356748 -2.258419 -5.490600 -0.0015 -0.0024 -0.0119
C 0.861297 -2.259862 -4.822115 -0.0105 0.0023 0.0107
C 1.110518 -1.323753 -3.832998 0.0175 -0.0413 0.0291
C -1.284941 2.413858 -0.964244 -0.3030 0.0996 -0.1335
C -2.253728 3.428242 -1.024514 0.1910 -0.0640 0.1028
C -2.739054 3.957473 0.144262 0.0160 -0.0186 -0.0014
C -2.272819 3.476437 1.373768 0.0713 -0.0808 0.0055
C -1.350393 2.469709 1.360804 0.0444 -0.0198 0.0476
N -0.857467 1.924632 0.213250 0.1975 -0.1392 0.0232
H -1.040063 2.402572 -2.968861 0.0414 -0.0269 0.0507
H 1.994041 2.743915 -0.730105 0.0328 -0.0482 -0.1540
H 3.883493 4.187446 -1.314939 0.0162 0.0151 -0.0102
H 4.940986 4.018998 -3.546599 0.0243 0.0252 0.0008
H 4.080604 2.405345 -5.206167 0.0208 0.0161 -0.0132
H 2.172848 0.965232 -4.658815 -0.0226 0.0287 0.0212
H -1.854501 0.341437 -3.937152 -0.0051 0.0455 0.0159
H -2.273673 -1.317681 -5.692354 -0.0145 -0.0017 -0.0137
H -0.546079 -2.988010 -6.265772 -0.0050 -0.0100 -0.0092
H 1.618441 -2.989166 -5.073751 0.0127 -0.0128 -0.0059
H 2.068353 -1.329905 -3.323701 -0.0130 0.0089 0.0187
H -2.592867 3.783836 -1.986516 -0.0102 0.0214 -0.0307
H -3.478557 4.745939 0.111837 -0.0119 0.0111 0.0014
H -2.624140 3.879175 2.310921 -0.0109 0.0124 0.0144
H -0.945419 2.052113 2.275552 -0.0626 0.0624 -0.0108

***

(2)
85
Properties=species:S:1:pos:R:3:forces:R:3 method="wB97M-V/def2-TZVPD" homo_lumo_gap_ev=7.65 total_energy_ha=-7505.9283 charge=-2 e_above_lowest_kcal_mol=17.88
Sc 0.825807 0.631981 -1.131448 0.7896 -0.5430 0.3877
F 1.169862 5.415357 0.705916 -0.1540 -0.0778 -0.0484
C 0.068923 4.958248 0.078951 0.3366 -0.0588 0.1050
F -0.652508 4.290620 0.985643 0.0097 0.0203 -0.2110
F -0.635242 6.028689 -0.313542 0.0529 -0.1412 -0.0389
S 0.605790 3.918615 -1.399889 -0.2897 1.4662 0.7445
O 0.929756 2.665955 -0.744021 -0.0253 1.0518 -0.0187
O 1.672910 4.721178 -1.900826 0.0585 -0.2393 -0.3048
N -0.622078 3.961468 -2.369024 0.2255 -0.5076 -0.0887
S -1.830814 2.927483 -2.180601 -1.1654 1.3494 0.7440
O -1.651181 2.094851 -1.027186 -0.2417 0.1354 -0.4933
O -2.429983 2.519304 -3.408599 0.3084 -0.1567 -0.1674
C -3.158009 4.150863 -1.605908 0.1292 0.1583 -0.0054
F -3.024303 4.482000 -0.312620 0.0163 -0.0961 -0.1982
F -4.392378 3.653109 -1.764936 0.2479 -0.1211 -0.0015
F -3.101327 5.295205 -2.319839 0.0029 -0.2335 0.0723
C -3.179738 -5.008348 3.848379 0.0320 0.0295 -0.1103
C -2.962243 -3.834585 2.928142 -0.0105 -0.0416 0.0389
C -1.678508 -3.330185 2.726223 -0.0033 0.0439 -0.0196
C -1.462564 -2.279208 1.850209 0.0093 0.0036 -0.0561
C -2.527635 -1.716086 1.163551 0.0382 0.2038 -0.1860
C -3.807537 -2.201863 1.358693 -0.0030 0.0702 -0.1311
C -4.021284 -3.257022 2.237062 0.0251 0.0045 0.0180
S -2.229398 -0.222080 0.164083 -0.3570 -1.0788 1.3082
O -3.410088 -0.109824 -0.663147 0.2331 -0.0278 -0.1987
O -2.074570 0.759340 1.219421 0.2481 0.1682 -0.2529
N -0.866201 -0.577422 -0.574192 -1.0620 0.1284 -0.0942
C -1.146847 -1.548237 -1.638141 0.1062 -0.2093 -0.2849
C 0.140348 -1.903560 -2.395634 -0.2385 -0.3636 0.1352
O 0.156727 -2.901494 -3.104496 -0.0125 0.0765 -0.0262
O 1.121724 -1.095429 -2.201729 0.0162 -0.2782 -0.1030
H -2.525190 -4.948877 4.718861 -0.0281 -0.0154 0.0308
H -2.951650 -5.943332 3.330225 -0.0151 -0.0260 0.0388
H -4.214869 -5.058014 4.187683 0.0031 -0.0052 0.0307
H -0.842220 -3.765165 3.264494 0.0130 -0.0115 -0.0232
H -0.475142 -1.869644 1.674472 0.0259 -0.0552 0.0819
H -4.619323 -1.738350 0.811561 -0.0308 -0.0469 0.0232
H -5.027429 -3.634346 2.389118 0.0021 -0.0170 -0.0028
H -1.853383 -1.141638 -2.369667 0.0346 -0.0713 -0.0213
H -1.588019 -2.465291 -1.227181 0.0727 -0.0527 -0.1482
O 1.501981 2.619854 1.951552 0.1739 0.0044 -0.1172
C 0.747276 1.551024 2.074842 0.2207 -0.1839 0.0728
O 0.758100 0.638916 1.272212 -0.3474 0.4083 0.3665
C -0.147063 1.558132 3.319060 0.0823 -0.2104 -0.1742
N 0.257657 2.649241 4.225180 -0.1270 0.0097 -0.0899
C 0.842484 2.067503 5.444976 0.1908 -0.0206 0.0669
C 1.132448 0.608786 5.083337 -0.1468 0.0466 -0.0684
C -0.009534 0.267916 4.123835 0.1063 0.0751 -0.0236
H -1.146846 1.673619 2.906171 -0.1027 0.1047 0.0815
H -0.510445 3.272147 4.423398 -0.0191 -0.0270 0.0010
H 1.336707 3.141337 2.766625 -0.0498 0.0494 0.0727
H 0.148307 2.113496 6.292099 -0.0386 0.0322 -0.0535
H 1.749916 2.609421 5.721566 -0.0349 -0.0209 0.0627
H 1.155582 -0.032756 5.963782 0.0816 -0.0105 -0.0107
H 2.088081 0.529175 4.560552 0.0215 -0.0139 0.0342
H -0.932032 0.072312 4.674465 -0.0199 -0.0188 -0.0357
H 0.197602 -0.576656 3.473610 -0.0144 -0.0683 0.0239
Br 2.884344 -6.379907 1.224494 -0.0394 -0.0623 -0.0223
C 3.051489 -4.509851 0.879698 0.0393 -0.0566 0.0420
C 1.912825 -3.743118 0.723853 -0.0329 0.0438 0.0156
C 2.059386 -2.379031 0.511625 0.1372 0.0539 -0.0445
C 3.320108 -1.795557 0.473528 -0.1180 0.2220 0.0542
C 4.445244 -2.594837 0.628906 0.0064 -0.0345 0.0151
C 4.321749 -3.962709 0.822912 -0.0426 0.0441 -0.0101
C 3.482232 -0.278220 0.372599 0.0810 -0.2347 0.1004
O 4.346746 0.224232 1.086562 0.0371 0.0793 -0.1179
O 2.702053 0.326138 -0.429888 0.4782 -0.1181 0.1189
H 0.928337 -4.190362 0.762099 0.0066 -0.0231 -0.0028
H 1.186221 -1.754049 0.384819 -0.0409 -0.0594 -0.0335
H 5.422091 -2.129318 0.610196 -0.0075 0.0192 0.0344
H 5.190865 -4.594736 0.945866 0.0132 0.0127 -0.0132
O 2.093352 1.528305 -3.005216 -0.0397 -0.2927 0.1037
C 1.021114 1.300074 -3.583500 0.2230 0.1048 -0.5181
O -0.082194 1.241376 -2.947298 0.0143 -0.3194 -0.4560
C 1.004522 1.013360 -5.053114 -0.0559 -0.0392 -0.0420
C -0.023056 1.484164 -5.861331 0.0263 -0.0410 0.1356
C -0.023168 1.178072 -7.213980 -0.0580 0.0349 -0.0500
C 0.978066 0.378951 -7.749115 0.0424 0.0028 -0.0199
C 1.990545 -0.109338 -6.933187 -0.0101 0.0017 -0.0371
C 2.009617 0.215454 -5.586370 0.0152 0.0843 0.0503
H -0.811153 2.070887 -5.404859 -0.0444 -0.0117 -0.0453
H -0.814937 1.549561 -7.853901 -0.0099 0.0071 0.0175
H 0.966900 0.129152 -8.803973 -0.0148 -0.0026 -0.0010
H 2.758657 -0.750675 -7.348184 0.0066 -0.0025 0.0099
H 2.777635 -0.155726 -4.920572 0.0106 -0.0028 -0.0173

***

(3)
69
Properties=species:S:1:pos:R:3:forces:R:3 method="wB97M-V/def2-TZVPD" homo_lumo_gap_ev="4.90 / 5.08" total_energy_ha=-3714.1844 charge=-2 e_above_lowest_kcal_mol=10.17 s2=0.7602 spin_multiplicity=2
Rb -1.342339 -2.240814 0.550603 -0.2252 -0.0678 -0.1730
O 0.092973 -2.929520 2.812245 0.4413 0.1580 0.4813
N 0.814950 -1.778577 2.622153 0.3127 -0.2632 -0.0220
C 2.035550 -1.988873 2.304596 -0.5073 -0.0349 0.0929
C 2.926630 -0.862742 1.985766 0.0969 -0.1562 0.1441
C 4.285194 -1.037251 2.271820 -0.0954 0.0673 -0.0706
C 5.203315 -0.032777 2.027032 -0.0304 -0.0019 -0.0025
C 4.764911 1.165871 1.481790 -0.0343 0.0120 -0.0106
C 3.422528 1.339149 1.178139 0.2512 -0.0093 0.0423
C 2.481400 0.343567 1.416512 -0.1019 -0.1199 -0.0019
P 0.739563 0.508681 0.839030 -0.0873 -0.1023 0.0214
C 0.891790 1.831939 -0.414871 0.0177 -0.0171 0.0685
C 1.061907 1.393344 -1.724150 0.0777 0.1297 -0.0684
C 1.185772 2.306767 -2.760532 0.0124 0.0231 -0.0512
C 1.118381 3.666478 -2.496686 0.0283 0.0274 -0.1442
C 0.931901 4.111936 -1.196177 -0.0184 0.0984 0.0309
C 0.819692 3.199048 -0.160678 -0.0319 0.0138 0.0452
C -0.078900 1.389338 2.213360 0.0488 -0.0344 -0.0936
C -1.355137 1.895982 1.972386 -0.0272 -0.0209 -0.0524
C -2.112210 2.424109 3.002633 -0.0264 0.0259 -0.0381
C -1.598034 2.459900 4.288931 -0.0164 0.0299 0.0944
C -0.323917 1.974961 4.532731 -0.0611 0.0396 0.1013
C 0.432119 1.442957 3.501923 0.0269 -0.0524 -0.0062
H -0.750542 -2.625717 3.326302 0.2000 0.0413 -0.1852
H 2.435959 -3.006170 2.285592 -0.0366 0.0873 0.0008
H 4.611182 -1.979781 2.695462 -0.0042 -0.0224 0.0052
H 6.251892 -0.185706 2.253686 -0.0133 0.0095 0.0002
H 5.468661 1.962158 1.275900 0.0205 0.0277 -0.0053
H 3.102591 2.262337 0.723479 -0.0321 0.1505 -0.0608
H 1.083112 0.335230 -1.936634 -0.0096 -0.1787 -0.0466
H 1.313501 1.939539 -3.770368 -0.0152 -0.0134 -0.0297
H 1.198095 4.382714 -3.307022 0.0020 -0.0107 0.0039
H 0.864984 5.173644 -0.988713 0.0024 0.0072 0.0016
H 0.657138 3.547190 0.850940 0.0083 0.0201 0.0618
H -1.768349 1.852202 0.970680 0.0125 -0.0039 0.0059
H -3.118002 2.770553 2.806550 -0.0319 0.0082 -0.0073
H -2.202983 2.836240 5.104151 0.0005 -0.0042 0.0036
H 0.073095 1.976564 5.539062 0.0163 0.0130 0.0534
H 1.410915 1.036146 3.711725 0.0860 -0.0434 0.0110
N -1.747534 -0.507653 -3.293720 0.0310 -0.0295 -0.0328
C -0.503966 -1.195649 -3.221189 -0.1104 0.1407 0.0813
C 0.266762 -1.101237 -4.390393 0.0379 0.0081 -0.0682
C 1.577311 -1.632406 -4.303559 0.0814 0.0037 -0.1204
C 2.011971 -2.298444 -3.213137 -0.0559 0.0765 -0.0695
C 1.062993 -2.556791 -2.079685 0.0326 0.1199 0.2793
N -0.176867 -1.790334 -2.110731 -0.0206 -0.1385 0.0659
C -2.710786 -0.174637 -2.373851 0.0437 -0.0160 -0.0721
C -3.964388 0.250834 -2.865813 0.0332 -0.0120 -0.0031
C -4.954516 0.588617 -1.975972 -0.0301 0.0071 0.1143
C -4.711229 0.505260 -0.604585 0.0727 -0.0256 -0.1349
C -3.449951 0.099456 -0.223577 -0.0829 0.0037 0.0710
N -2.463726 -0.222213 -1.069536 -0.0574 0.1447 0.0405
H -2.002750 -0.296572 -4.241573 -0.0036 0.0013 -0.0356
H -0.056911 -0.500858 -5.229365 -0.0049 0.0156 -0.0308
H 2.266568 -1.464528 -5.128589 -0.0027 -0.0018 0.0078
H 3.032814 -2.645719 -3.127497 0.1041 -0.0326 0.0006
H 1.585953 -2.314484 -1.120881 -0.1162 -0.0392 -0.0659
H -4.141017 0.278664 -3.934460 0.0020 -0.0020 -0.0148
H -5.927243 0.892743 -2.345137 -0.0072 0.0044 0.0065
H -5.466147 0.690907 0.142948 -0.0412 0.0134 0.0418
H -3.214585 0.018127 0.838660 -0.1191 -0.0411 -0.0756
S -5.767705 -1.186219 2.717654 0.0013 -0.0007 -0.0064
Sb -4.184041 -2.744744 3.363773 -0.0012 0.0504 -0.0468
S -3.583176 -4.277225 1.717008 -0.0990 -0.0488 0.0544
S -2.263659 -1.648090 4.172731 0.0171 0.0582 -0.0867
Cl -0.110479 -4.782412 -3.267853 0.0440 0.0184 0.0417
C 0.758218 -4.045133 -1.873643 0.0370 -0.0302 -0.0192
H 1.685985 -4.606182 -1.748026 -0.0439 -0.0074 -0.0263
H 0.122812 -4.193691 -0.999348 0.0020 -0.0737 -0.0961